Record 1
Below is a 2-piece molecular cluster, C6H14NS overall in a non-equilibrium geometry, with properties calculated with ωB97M-V/def2-TZVPD.

LUMO (spin up / spin down) = -4.861 / -4.861 eV
Kohn-Sham gap (spin up / spin down) = 7.8373 / 7.8363 eV
HOMO energy (spin up / spin down) = -12.698 / -12.697 eV
energy above the lowest of the compared OMol25 structures with the same formula, charge and spin = 92.0 kcal/mol
net charge = +1

Geometry as XYZ:
```
22
Properties=species:S:1:pos:R:3:mulliken_charge:R:1
C -0.34 1.46 -0.96 0.265
C -0.90 0.56 -0.23 0.194
C -1.03 2.60 -1.67 -1.357
C 2.42 0.20 0.54 -0.809
C 1.32 -1.94 1.12 -1.126
C -2.74 -1.28 0.50 -0.795
N 1.40 -0.77 0.19 -0.210
S -1.70 0.05 1.12 0.119
H 0.70 1.37 -1.25 0.390
H -1.66 2.19 -2.44 0.358
H -0.28 3.27 -1.95 0.362
H -1.95 3.16 -1.21 0.333
H 1.91 1.14 0.23 0.205
H 2.80 0.22 1.55 0.379
H 3.35 0.03 0.02 0.323
H 1.20 -1.53 2.14 0.348
H 0.69 -2.60 0.65 0.398
H 2.32 -2.44 1.14 0.403
H -2.65 -1.30 -0.57 0.311
H -3.79 -1.02 0.68 0.373
H -2.54 -2.15 1.10 0.305
H 1.49 -1.23 -0.69 0.230
```



Record 2
Below is C4H7OP in the gas phase in a non-equilibrium geometry, with properties calculated with ωB97M-V/def2-TZVPD.

LUMO = 0.856 eV
Kohn-Sham gap = 10.2774 eV
HOMO energy = -9.421 eV
energy above the lowest of the compared OMol25 structures with the same formula, charge and spin = 51.6 kcal/mol
net charge = 0

Geometry as XYZ:
```
13
Properties=species:S:1:pos:R:3:mulliken_charge:R:1
C 2.05 -2.28 -0.75 0.485
C 1.56 -1.21 -0.51 -0.780
C 0.14 -0.11 1.53 -0.956
C -0.59 0.64 -1.50 -0.910
O 1.96 1.33 0.10 -0.661
P 0.98 0.29 0.00 0.598
H 2.59 -3.17 -1.19 0.387
H -0.60 0.75 1.78 0.323
H -0.63 -0.87 1.44 0.354
H 0.93 -0.28 2.28 0.300
H -0.73 -0.41 -1.60 0.287
H -1.24 1.17 -0.74 0.260
H -0.37 1.16 -2.41 0.314
```



Record 3
Below is C43H56N4O3P2ReS2 as an isolated structure in a non-equilibrium geometry, with properties calculated with ωB97M-V/def2-TZVPD.

LUMO (spin up / spin down) = -7.511 / -6.696 eV
Kohn-Sham gap (spin up / spin down) = 5.0227 / 5.8340 eV
HOMO energy (spin up / spin down) = -12.533 / -12.530 eV
2S+1 = 2
<S²> = 0.99
net charge = +2

Geometry as XYZ:
```
111
Properties=species:S:1:pos:R:3:mulliken_charge:R:1
Re -1.04 -0.35 -0.98 1.039
C 0.07 4.48 -2.55 -1.611
C 0.33 3.27 -1.64 1.547
C 0.60 3.81 -0.23 -2.088
P -1.01 1.98 -1.64 0.710
C -1.78 2.03 -3.33 0.741
C -0.67 1.70 -4.34 -1.420
C -2.64 3.23 -3.73 -1.739
C -2.02 2.52 -0.22 0.202
C -2.61 3.76 -0.10 -0.337
C -3.01 4.23 1.15 -0.860
C -2.75 3.48 2.28 -1.027
C -2.18 2.22 2.18 -0.810
C -1.88 1.70 0.92 0.120
N -1.39 0.38 0.74 0.734
C -1.48 -0.64 1.75 0.357
C -2.52 -0.71 2.67 -0.668
C -2.61 -1.79 3.54 -1.236
C -1.69 -2.82 3.48 -0.912
C -0.69 -2.79 2.52 0.022
C -0.57 -1.72 1.65 -0.739
P 0.65 -1.67 0.29 0.488
C 0.71 -3.26 -0.60 2.029
C 1.58 -4.41 -0.08 -1.749
C 0.98 -2.99 -2.08 -1.583
C 2.29 -1.31 1.06 1.976
C 2.61 -2.16 2.28 -1.536
C 3.41 -1.37 0.02 -1.543
H 0.91 5.16 -2.41 0.501
H -0.83 5.02 -2.26 0.239
H 0.02 4.25 -3.60 0.397
H 1.21 2.73 -2.01 -0.017
H -0.03 4.67 -0.04 0.551
H 1.64 4.14 -0.17 0.595
H 0.43 3.09 0.56 0.197
H -2.43 1.16 -3.33 0.585
H 0.01 2.54 -4.52 0.272
H -1.13 1.44 -5.29 0.485
H -0.06 0.85 -4.02 0.284
H -2.06 4.12 -3.94 0.322
H -3.39 3.47 -2.98 0.317
H -3.18 2.97 -4.64 0.492
H -2.72 4.40 -0.97 0.326
H -3.47 5.21 1.23 0.496
H -2.99 3.88 3.26 0.464
H -1.96 1.66 3.07 0.814
H -3.28 0.05 2.69 0.724
H -3.43 -1.83 4.24 0.415
H -1.76 -3.66 4.16 0.488
H 0.00 -3.62 2.45 0.376
H -0.33 -3.62 -0.51 -0.931
H 2.65 -4.24 -0.23 0.372
H 1.31 -5.30 -0.64 0.472
H 1.41 -4.63 0.97 0.326
H 2.01 -2.71 -2.27 0.368
H 0.35 -2.18 -2.49 0.149
H 0.75 -3.88 -2.66 0.484
H 2.19 -0.28 1.42 -0.462
H 2.74 -3.21 2.04 0.251
H 1.85 -2.08 3.07 0.326
H 3.55 -1.81 2.70 0.556
H 3.67 -2.40 -0.22 0.331
H 4.30 -0.89 0.43 0.490
H 3.16 -0.86 -0.91 0.126
N -5.46 -4.63 4.38 -0.527
C -4.85 -4.44 3.18 1.110
C -3.72 -5.18 2.82 -1.112
C -3.10 -4.98 1.61 -0.318
C -3.60 -4.03 0.72 0.177
C -4.73 -3.29 1.06 -0.300
C -5.34 -3.48 2.28 -0.991
S -2.91 -3.93 -0.87 1.090
O -1.72 -4.74 -0.89 -0.722
O -3.93 -4.16 -1.85 -0.739
N -2.45 -2.34 -1.07 -0.309
C -3.38 -1.54 -1.61 0.166
S -4.88 -1.83 -2.40 0.010
C -5.14 -0.11 -2.45 -0.652
C -4.10 0.58 -1.97 -1.009
N -3.06 -0.24 -1.54 0.480
H -5.20 -5.41 4.96 0.194
H -6.35 -4.20 4.57 0.205
H -3.34 -5.94 3.50 0.401
H -2.24 -5.57 1.33 0.614
H -5.15 -2.58 0.36 0.314
H -6.22 -2.91 2.53 0.395
H -6.06 0.30 -2.84 0.523
H -4.03 1.64 -1.86 0.478
C 8.30 2.68 -0.27 -1.545
C 6.83 2.40 -0.16 0.363
C 6.17 2.48 1.06 -0.889
C 4.81 2.24 1.17 0.652
C 4.18 2.38 2.54 -1.521
C 4.09 1.89 0.01 0.581
C 2.68 1.55 0.19 -0.680
O 1.92 1.08 -0.65 0.443
C 4.73 1.82 -1.24 1.089
C 4.03 1.53 -2.54 -1.357
C 6.09 2.08 -1.30 -0.938
H 8.78 2.66 0.70 0.384
H 8.46 3.67 -0.70 0.324
H 8.79 1.96 -0.92 0.389
H 6.74 2.75 1.95 0.390
H 4.92 2.74 3.25 0.445
H 3.82 1.43 2.92 0.218
H 3.35 3.08 2.54 0.335
H 2.30 1.72 1.20 0.276
H 3.18 0.85 -2.43 -0.024
H 4.73 1.11 -3.26 0.490
H 3.65 2.46 -2.97 0.327
H 6.59 2.03 -2.25 0.480
```



Record 4
Below is C3H4F2O in the gas phase in a non-equilibrium geometry, with properties calculated with ωB97M-V/def2-TZVPD.

LUMO = 0.785 eV
Kohn-Sham gap = 10.8688 eV
HOMO energy = -10.084 eV
energy above the lowest of the compared OMol25 structures with the same formula, charge and spin = 25.8 kcal/mol
net charge = 0

Geometry as XYZ:
```
10
Properties=species:S:1:pos:R:3:mulliken_charge:R:1
C 0.96 0.05 0.40 -0.425
C -0.36 -0.59 0.22 -0.156
C -1.44 0.06 -0.06 0.398
H 1.43 0.69 -1.38 0.299
H 0.75 1.02 0.84 0.266
H 1.53 -0.40 1.26 0.285
H -0.48 -1.67 0.06 0.269
O 1.68 0.05 -0.79 -0.477
F -2.52 -0.61 -0.44 -0.229
F -1.56 1.40 -0.11 -0.229
```



no.,E_tot (eV)
1,-18764.099
2,-15595.199
3,-99967.101
4,-10656.840